Molecular formula: C3H8N2OP
Method: DFT, ωB97M-V/def2-TZVPD

Summary:
- energy relative to the best compared isomer or geometry (same formula, charge and spin) (kcal per mole) = 0.0
- orbital gap (eV) = 9.93
- total energy (Eh) = -644.95768
- structure (SMILES) = C/[NH+]=C(/C)NP=O
- net charge = +1
- HOMO energy (eV) = -15.051

Each line ends with the Löwdin charge.
Element x y z (Å)
C (-1.774, -1.084, 0.322)  -0.047
N (-1.043, -0.265, -0.624)  0.022
C (0.103, 0.297, -0.383)  -0.325
C (0.980, 0.975, -1.468)  0.030
N (0.629, 0.249, 0.953)  -0.106
P (2.502, 0.237, 1.528)  1.000
O (2.298, 0.229, 2.988)  -0.445
H (-0.987, -1.801, 0.709)  0.111
H (-2.476, -1.709, -0.320)  0.117
H (-2.400, -0.546, 1.205)  0.158
H (-1.197, -0.135, -1.617)  0.160
H (1.829, 0.433, -1.470)  0.033
H (1.229, 2.043, -1.192)  0.128
H (0.329, 0.934, -2.352)  0.097
H (-0.021, 0.144, 1.720)  0.066